Formula: H43O21
Source: OMol25
Level of theory: ωB97M-V/def2-TZVPD

Geometry as XYZ:
```
64
Properties=species:S:1:pos:R:3
O -2.051 0.695 3.570
H -0.175 1.554 -0.974
H -2.015 -1.926 2.925
O 2.117 0.053 -4.867
H 3.069 0.017 -4.595
H -1.455 -3.174 -0.563
O 1.264 -0.242 5.121
H 0.692 0.252 4.542
H -4.775 0.953 -1.623
O 0.970 2.693 -3.682
H -4.457 -0.147 -0.630
H -1.809 -2.444 -4.319
O -2.686 -0.067 -4.713
H 2.530 -0.681 1.320
H -2.786 0.894 -4.808
O -4.487 0.035 -1.572
H 0.501 2.612 -2.643
H -0.390 -2.993 1.581
O 4.329 -0.186 -0.458
H -3.402 -0.376 -4.140
H 2.793 -1.119 -1.419
O -1.822 -3.747 0.115
H -2.908 0.891 3.967
H 1.852 -0.314 -1.346
O -0.044 -0.070 -0.317
H -4.964 -2.493 -1.262
H 0.076 -0.284 -1.259
O 2.794 0.184 1.703
H 1.669 2.066 -3.989
H -0.367 3.000 -0.941
O -0.157 2.861 3.953
H -0.610 3.159 4.752
H 4.733 0.201 0.337
O 3.980 -2.363 2.136
H 3.344 -2.419 2.876
H 4.494 -1.101 -0.190
O -4.015 -2.651 -1.280
H -0.573 -0.696 0.185
H -4.033 -3.615 -1.312
O -0.080 -2.287 0.978
H 0.126 -1.815 1.814
H -1.395 -4.581 -0.124
O -1.341 -2.000 3.620
H 1.052 5.546 1.216
H 1.901 -0.889 -4.822
O -2.089 -0.282 1.088
H -0.125 1.921 4.145
O 2.946 4.338 0.577
H 3.008 3.383 0.621
H 2.929 4.660 -0.323
O 0.395 4.920 0.916
H 0.769 4.064 1.115
H -2.195 0.766 2.598
O -1.062 -2.868 -3.880
H 2.598 -0.071 2.617
H 4.657 -1.900 2.664
O 2.034 -0.996 -2.026
H -0.467 -2.673 -4.615
H 0.247 2.416 -4.306
O 0.241 2.374 -1.358
H 0.972 -1.118 5.363
H -1.198 -1.082 3.958
H -2.829 0.301 1.268
H -2.321 -1.138 0.714
```

Properties
Net charge = +1
LUMO = -3.05 eV
Highest occupied orbital energy = -12.9300 eV
F_max = 0.059 hartree/bohr
ΔE to the lowest compared entry with this formula, charge and spin = 587.55 kJ/mol

Formula: C28H34N5O5
Source: OMol25
Level of theory: ωB97M-V/def2-TZVPD

Geometry as XYZ:
```
72
Properties=species:S:1:pos:R:3
C -4.355 2.506 3.584
C -4.143 1.191 3.487
C -3.747 0.634 2.175
O -4.168 1.052 1.130
O -2.906 -0.421 2.180
C -1.764 -0.409 3.054
C -0.573 0.304 2.458
C -0.545 1.843 2.637
C -0.233 2.571 1.337
C -1.394 2.463 0.357
C -1.064 2.896 -1.075
C -0.389 1.855 -1.861
N 0.664 1.158 -1.455
C 0.977 0.329 -2.459
N 1.968 -0.556 -2.414
C 2.871 -0.709 -1.268
C 2.158 -0.941 0.063
C 2.200 -2.359 0.569
O 1.214 -2.889 1.017
N 3.434 -3.008 0.499
C 4.482 -2.384 1.289
C 5.721 -2.156 0.702
C 6.754 -1.576 1.432
C 6.550 -1.226 2.763
C 5.312 -1.468 3.355
C 4.278 -2.039 2.622
N 0.158 0.519 -3.514
C 0.134 -0.094 -4.829
N -0.721 1.484 -3.092
O -1.717 1.989 -3.857
C -2.721 1.007 -4.192
O -3.188 1.096 -5.266
C -3.039 -0.011 -3.175
C -3.305 0.293 -1.837
C -3.631 -0.730 -0.958
C -3.690 -2.051 -1.397
C -3.407 -2.353 -2.728
C -3.081 -1.336 -3.619
H -4.664 3.054 2.705
H -4.192 3.043 4.505
H -4.260 0.544 4.344
H -1.494 -1.450 3.198
H -1.996 -0.015 4.041
H -0.492 0.087 1.394
H 0.329 -0.107 2.907
H -1.522 2.164 2.993
H 0.204 2.103 3.379
H 0.660 2.136 0.889
H -0.013 3.618 1.545
H -1.721 1.426 0.325
H -2.225 3.056 0.726
H -0.378 3.745 -1.037
H -1.963 3.254 -1.566
H 2.141 -1.121 -3.224
H 3.520 0.161 -1.217
H 3.517 -1.549 -1.493
H 2.662 -0.327 0.809
H 1.123 -0.634 0.063
H 3.272 -3.949 0.849
H 5.879 -2.448 -0.326
H 7.720 -1.413 0.981
H 7.337 -0.773 3.344
H 5.173 -1.203 4.392
H 3.329 -2.234 3.103
H 1.037 -0.667 -4.975
H -0.767 -0.678 -4.965
H 0.123 0.698 -5.575
H -3.282 1.314 -1.482
H -3.852 -0.502 0.073
H -3.935 -2.843 -0.708
H -3.461 -3.377 -3.061
H -2.902 -1.588 -4.653
```

Properties
Net charge = +1
LUMO = -2.52 eV
Highest occupied orbital energy = -11.7269 eV
F_max = 0.020 hartree/bohr
SMILES string = C=CC(=O)OCCCCCCc1nc(NCCC(=O)Nc2ccccc2)n(C)[n+]1OC(=O)c1ccccc1

Formula: H28O14
Source: OMol25
Level of theory: ωB97M-V/def2-TZVPD

Geometry as XYZ:
```
42
Properties=species:S:1:pos:R:3
O 2.144 2.751 3.075
H 3.074 2.934 3.222
H 1.767 3.633 3.187
O 1.783 0.320 -2.354
H 1.206 0.249 -3.130
H 2.361 -0.420 -2.593
O 3.943 -2.056 -0.034
H 4.232 -1.188 0.229
H 3.164 -2.341 0.446
O 0.948 -4.268 0.410
H 0.602 -4.302 1.296
H 0.243 -3.881 -0.119
O -2.036 -2.844 3.040
H -2.927 -2.476 2.982
H -2.251 -3.715 2.680
O -3.113 0.187 -3.374
H -3.093 1.053 -3.801
H -3.819 -0.271 -3.840
O -2.828 0.315 0.208
H -2.250 0.505 -0.543
H -3.527 0.938 0.404
O -0.893 0.667 -1.695
H -1.158 -0.249 -1.574
H 0.060 0.681 -1.870
O -0.733 3.015 -4.031
H -0.388 3.717 -3.498
H -1.522 2.630 -3.643
O 0.731 -1.483 2.830
H 0.463 -0.798 2.208
H 0.098 -2.158 2.554
O -3.039 -2.436 0.207
H -3.364 -1.598 0.579
H -3.590 -2.517 -0.579
O 4.420 2.744 -1.368
H 4.131 3.190 -0.574
H 4.202 1.818 -1.356
O -1.790 1.663 3.114
H -1.787 1.695 2.155
H -0.906 1.715 3.482
O 1.767 0.509 0.558
H 2.081 1.008 1.318
H 1.592 1.064 -0.206
```

Properties
Net charge = -1
LUMO (spin up / spin down) = 2.33 / 2.37 eV
Highest occupied orbital energy (spin up / spin down) = 0.3340 / -8.1020 eV
F_max = 0.030 hartree/bohr
ΔE to the lowest compared entry with this formula, charge and spin = 240.58 kJ/mol
Multiplicity = 2

Formula: C55H43N4O2P2SiTi
Source: OMol25
Level of theory: ωB97M-V/def2-TZVPD

Geometry as XYZ:
```
108
Properties=species:S:1:pos:R:3
Ti 0.305 -1.237 0.211
O 4.381 -1.219 0.244
C 3.173 -1.064 0.089
N 2.165 -1.882 0.545
C 2.380 -3.276 0.516
C 3.479 -3.980 0.989
C 3.577 -5.345 0.728
C 2.610 -5.992 -0.029
C 1.514 -5.289 -0.521
C 1.381 -3.943 -0.225
N 0.311 -3.107 -0.588
C -0.085 -2.962 -1.870
O 0.324 -3.539 -2.871
C -1.244 -2.000 -1.934
C -2.087 -2.002 -3.026
C -3.297 -1.337 -2.958
C -3.634 -0.753 -1.744
C -2.719 -0.743 -0.713
N -1.488 -1.278 -0.802
C 2.619 0.012 -0.771
C 3.430 0.951 -1.378
C 2.926 1.778 -2.371
C 1.577 1.590 -2.763
C 0.800 0.678 -2.114
N 1.258 -0.099 -1.077
H 4.256 -3.451 1.523
H 4.426 -5.904 1.107
H 2.716 -7.050 -0.250
H 0.772 -5.776 -1.142
H -1.774 -2.569 -3.894
H -3.983 -1.313 -3.795
H -4.602 -0.294 -1.596
H -2.976 -0.298 0.236
H 4.468 0.988 -1.069
H 3.545 2.523 -2.853
H 1.154 2.158 -3.583
H -0.236 0.540 -2.394
C 2.630 0.555 2.643
Si 0.858 0.696 1.928
C 0.755 2.616 1.631
C 1.945 3.363 1.631
C 1.967 4.725 1.389
C 0.783 5.411 1.156
C -0.410 4.710 1.156
C -0.432 3.328 1.370
P -2.052 2.455 1.295
C -2.996 3.485 2.517
C -3.762 4.617 2.245
C -4.407 5.302 3.270
C -4.288 4.876 4.584
C -3.518 3.756 4.871
C -2.887 3.066 3.847
C -2.706 3.027 -0.331
C -4.080 3.070 -0.576
C -4.573 3.394 -1.832
C -3.699 3.635 -2.883
C -2.331 3.557 -2.663
C -1.838 3.266 -1.398
C -0.065 0.588 3.617
C 0.221 1.434 4.697
C -0.322 1.214 5.952
C -1.153 0.115 6.164
C -1.465 -0.726 5.110
C -0.942 -0.481 3.835
P -1.442 -1.471 2.366
C -0.559 -3.055 2.672
C 0.497 -3.138 3.577
C 1.121 -4.355 3.816
C 0.693 -5.499 3.164
C -0.335 -5.418 2.233
C -0.943 -4.202 1.973
C -3.158 -1.925 2.912
C -3.677 -3.187 3.174
C -5.006 -3.337 3.564
C -5.832 -2.235 3.710
C -5.331 -0.968 3.432
C -4.017 -0.823 3.020
H 2.816 1.284 3.440
H 3.401 0.679 1.877
H 2.770 -0.448 3.062
H 2.884 2.854 1.816
H 2.910 5.261 1.388
H 0.790 6.478 0.967
H -1.338 5.240 0.974
H -3.854 4.986 1.232
H -5.006 6.175 3.036
H -4.793 5.412 5.378
H -3.413 3.411 5.894
H -2.292 2.190 4.078
H -4.775 2.842 0.226
H -5.644 3.454 -1.994
H -4.082 3.868 -3.869
H -1.640 3.725 -3.481
H -0.768 3.224 -1.241
H 0.876 2.288 4.534
H -0.095 1.888 6.772
H -1.559 -0.079 7.150
H -2.110 -1.580 5.282
H 0.825 -2.250 4.101
H 1.947 -4.410 4.514
H 1.176 -6.448 3.358
H -0.649 -6.304 1.694
H -1.708 -4.130 1.210
H -3.050 -4.063 3.112
H -5.394 -4.331 3.754
H -6.856 -2.359 4.041
H -5.962 -0.093 3.534
H -3.634 0.168 2.789
```

Properties
Net charge = -1
LUMO (spin up / spin down) = 2.24 / 2.23 eV
Highest occupied orbital energy (spin up / spin down) = -2.4967 / -4.4294 eV
F_max = 0.046 hartree/bohr
ΔE to the lowest compared entry with this formula, charge and spin = 99.34 kJ/mol
Multiplicity = 3